Here is a 5-piece molecular cluster, C24H46BN4O10P2S overall at a distorted geometry from the OMol25 dataset. Energies are from ωB97M-V with the def2-TZVPD basis set.

The calculation puts the electronic energy at -3019.13963 hartree. Its molar mass is 655.477 g mol⁻¹. The frontier orbital gap comes out at 8.5732 eV. The calculation puts the HOMO energy at -11.2 eV.

```
! RIJCOSX wB97M-V def2-TZVPD def2/J DEFGRID3
* xyz 1 1
S 1.187 -1.865 0.272
P -3.504 -3.536 -3.732
P 0.923 -3.446 -0.734
O 4.485 0.668 2.136
O -1.709 -0.266 -1.295
O -5.233 -1.858 -1.265
O -0.020 5.172 5.978
O -2.171 5.747 6.152
O 3.221 -3.185 -4.094
O -0.391 1.551 2.167
O 5.091 -0.453 0.309
O -6.354 -0.045 -1.892
O 0.073 1.507 4.349
N 0.495 0.889 -1.425
N -3.640 -4.961 -3.101
N 0.332 -3.227 -2.461
N 2.111 -1.585 -2.809
C -6.676 1.256 -1.356
C 6.279 -0.638 -0.476
C 3.124 -2.616 -3.027
C -6.606 1.084 0.159
C 5.326 0.419 1.325
C -1.610 -1.448 -3.891
C -5.530 0.006 0.300
C 2.601 -0.376 -3.513
C -1.136 5.116 5.552
C -3.009 4.988 4.082
C 6.748 0.941 1.219
C 0.798 -1.989 -3.271
C -1.639 4.362 4.339
C 4.019 -2.844 -1.847
C 1.889 1.102 2.936
C 1.248 1.388 5.189
C -1.191 -3.377 -2.416
C -0.288 -0.887 -3.290
C -5.661 -0.769 -0.996
C -1.752 -2.971 -3.765
C -3.407 5.428 5.491
C 2.262 0.630 4.338
C 0.411 1.405 3.054
C 7.140 0.593 -0.220
B -0.509 -0.050 -1.925
H -1.572 -2.708 -1.635
H 3.690 -0.441 -3.624
H -4.522 0.425 0.341
H -3.734 4.316 3.628
H 7.353 0.412 1.957
H 2.087 -0.443 4.426
H 5.985 -0.746 -1.518
H -4.040 6.310 5.518
H -3.845 -3.430 -5.087
H 8.200 0.409 -0.372
H -5.937 1.966 -1.730
H 3.841 -3.855 -1.454
H 0.955 0.866 6.095
H -4.154 -2.485 -3.077
H 2.011 -4.276 -0.989
H -2.905 5.862 3.438
H 1.577 2.396 5.449
H 2.353 0.506 -2.923
H -4.267 -4.989 -2.306
H -0.100 -4.310 -0.347
H -1.412 -4.416 -2.160
H 2.038 0.355 2.168
H 5.059 -2.849 -2.192
H 0.895 -2.376 -4.300
H -0.941 4.472 3.514
H -1.828 0.326 -0.539
H 3.868 -2.098 -1.066
H -1.241 -3.482 -4.590
H 2.410 2.019 2.658
H -5.667 -0.656 1.150
H 0.441 0.989 -0.415
H 6.772 2.003 1.443
H -2.460 -0.968 -3.400
H 0.398 1.827 -1.803
H -7.656 1.537 -1.728
H -6.385 2.013 0.679
H 6.837 1.401 -0.886
H 0.059 -0.149 -4.027
H 2.196 -0.297 -4.532
H -1.702 3.306 4.604
H -1.659 -1.174 -4.953
H 6.772 -1.556 -0.148
H 0.661 -4.030 -3.005
H -7.557 0.705 0.531
H 3.294 0.828 4.613
H -3.894 4.626 6.050
*
```

---

Here is a single C4H7N3O molecule at a distorted geometry from the OMol25 dataset. Energies are from ωB97M-V with the def2-TZVPD basis set.

Its energy above the lowest of the compared OMol25 structures with the same formula, charge and spin is 30.9 kcal per mole. The calculation puts the electronic energy at -396.09910 hartree. Its molar mass is 113.120 g mol⁻¹. The frontier orbital gap comes out at 9.8089 eV. The SMILES is [H]/N=C(C)\N=C(/N)C=O. The calculation puts the HOMO energy at -9.9 eV.

```
! RIJCOSX wB97M-V def2-TZVPD def2/J DEFGRID3
* xyz 0 1
O -3.443 -0.090 -0.043
N -1.133 1.067 0.705
N -0.066 -0.530 -0.579
N 1.747 1.111 -0.819
C -2.427 -0.523 -0.507
C 1.241 0.038 -0.336
C 2.052 -0.879 0.553
C -1.067 0.049 -0.176
H 2.266 -1.898 0.096
H 3.079 -0.410 0.546
H -2.055 1.467 0.720
H -2.473 -1.496 -1.126
H 1.575 -1.061 1.522
H 1.034 1.476 -1.457
H -0.331 1.678 0.901
*
```

---

Here is a single C4H8S2 molecule at a distorted geometry from the OMol25 dataset. Energies are from ωB97M-V with the def2-TZVPD basis set.

Its energy above the lowest of the compared OMol25 structures with the same formula, charge and spin is 40.0 kcal per mole. The calculation puts the electronic energy at -953.52286 hartree. Its molar mass is 120.242 g mol⁻¹. The frontier orbital gap comes out at 9.4040 eV. The SMILES is CS[C@@H]1C[C@@H]1S. The calculation puts the HOMO energy at -8.5 eV.

```
! RIJCOSX wB97M-V def2-TZVPD def2/J DEFGRID3
* xyz 0 1
S 0.771 -1.165 -0.442
S -2.604 -1.179 0.017
C -0.218 0.313 -0.756
C 2.229 -0.538 0.278
C -0.883 0.915 0.516
C -1.727 0.299 -0.573
H -0.675 0.285 1.339
H 2.863 -1.303 0.674
H 0.155 0.966 -1.525
H -2.304 1.023 -1.184
H -0.861 1.987 0.504
H -1.583 -1.750 0.667
H 2.017 0.189 1.044
H 2.820 -0.042 -0.559
*
```

---

Here is a 2-piece molecular cluster, CH3NO3S overall at a distorted geometry from the OMol25 dataset. Energies are from ωB97M-V with the def2-TZVPD basis set.

Its energy above the lowest of the compared OMol25 structures with the same formula, charge and spin is 116.5 kcal per mole. The calculation puts the electronic energy at -718.38538 hartree. Its molar mass is 109.106 g mol⁻¹. The frontier orbital gap (spin up / spin down) comes out at 6.4207 / 9.2646 eV. The calculation puts the HOMO energy (spin up / spin down) at -8.6 / -10.3 eV.

```
! RIJCOSX wB97M-V def2-TZVPD def2/J DEFGRID3
* xyz 0 1
S 1.645 -0.641 0.171
O -0.619 -1.257 -0.021
O 3.661 0.987 -0.362
O -1.261 0.874 0.573
N 2.989 0.117 0.049
C -1.405 -0.223 -0.302
H -2.464 -0.575 -0.268
H -1.235 0.189 -1.314
H -1.311 0.529 1.475
*
```

---

Here is a 2-piece molecular cluster, C28H31N8O3 overall at a distorted geometry from the OMol25 dataset. Energies are from ωB97M-V with the def2-TZVPD basis set.

The calculation puts the electronic energy at -1748.50728 hartree. Its molar mass is 527.609 g mol⁻¹. The frontier orbital gap comes out at 3.6906 eV. The calculation puts the HOMO energy at -8.0 eV.

```
! RIJCOSX wB97M-V def2-TZVPD def2/J DEFGRID3
* xyz 1 1
O 0.026 3.487 -8.138
O 2.425 0.732 5.568
O 4.453 1.390 3.395
N 1.115 -2.077 0.753
N 1.320 -4.360 1.054
N -2.371 3.150 -5.498
N 1.550 0.319 6.422
N -2.672 4.531 -7.079
N 2.162 1.832 3.177
N 0.138 2.096 -6.388
N 2.477 -3.309 -0.639
C -0.815 -0.290 -2.301
C -3.724 4.613 -6.221
C -2.143 1.540 -3.538
C -1.003 0.619 -3.349
C -1.801 -0.446 -1.194
C 0.186 -1.882 1.870
C -1.746 2.198 -4.790
C -0.046 0.715 -4.357
C -0.452 1.667 -5.267
C 1.108 -0.062 -4.378
C -3.531 3.716 -5.187
C -0.492 3.053 -7.089
C -1.863 0.484 -0.153
C -2.796 0.314 0.876
C 0.920 1.443 3.827
C 0.163 0.417 2.957
C 0.341 -1.080 -2.305
C 1.252 0.850 5.195
C 0.769 -0.999 2.965
C 1.748 -1.087 6.818
C 2.912 -0.288 2.682
C 1.291 -0.968 -3.329
C 1.640 -3.249 0.394
C -3.595 -1.704 -0.155
C 3.253 1.041 3.314
C -2.668 -1.539 -1.189
C -3.664 -0.777 0.881
C -1.809 3.599 -6.616
H 1.362 -1.268 0.208
H 1.941 0.005 -5.221
H 0.683 -4.309 1.826
H -0.723 -1.417 1.481
H 2.723 -2.474 -1.142
H -2.697 -2.381 -2.027
H 2.039 0.959 7.039
H 1.056 -1.344 7.621
H 0.630 -1.833 -1.433
H 0.292 2.321 3.983
H -4.585 5.391 -6.473
H -1.042 1.319 0.044
H 2.871 -4.190 -0.915
H -3.187 1.610 -2.985
H -4.421 -0.932 1.783
H -0.878 0.395 3.293
H 2.380 2.818 3.175
H -0.124 -2.831 2.311
H 2.495 -0.204 1.679
H 0.145 0.790 1.931
H -2.883 1.099 1.763
H 1.584 -1.757 5.976
H -4.352 -2.619 -0.147
H 2.770 -1.224 7.179
H -4.379 3.708 -4.357
H 3.129 -1.165 3.296
H 1.280 -1.463 3.811
H -0.010 -1.324 3.657
H 2.256 -1.661 -3.328
H 3.877 -0.465 2.206
H 1.710 -5.244 0.780
*
```

---

Here is a 5-piece molecular cluster, C37H83BFN2O11 overall at a distorted geometry from the OMol25 dataset. Energies are from ωB97M-V with the def2-TZVPD basis set.

Its energy above the lowest of the compared OMol25 structures with the same formula, charge and spin is 0.0 kcal per mole. The calculation puts the electronic energy at -2521.15882 hartree. Its molar mass is 761.884 g mol⁻¹. The frontier orbital gap comes out at 8.9301 eV. The calculation puts the HOMO energy at -11.1 eV.

```
! RIJCOSX wB97M-V def2-TZVPD def2/J DEFGRID3
* xyz 1 1
F -1.544 1.085 -2.745
O -2.817 -3.323 -1.230
O 0.749 -6.130 -1.138
O 3.602 -0.729 -1.860
O 3.903 4.510 0.602
O 4.640 -9.004 -0.916
O 0.487 7.321 4.687
O -6.738 0.776 -1.918
O 2.450 3.422 -0.812
O -3.658 -2.504 0.853
O -0.405 -0.363 4.773
O -3.547 2.002 -1.233
N -4.795 4.110 2.256
N -0.884 0.413 -0.074
C -0.600 -0.950 3.505
C 3.939 0.626 -2.109
C 0.655 -4.728 -1.189
C -5.625 1.493 -2.398
C -0.731 0.201 2.512
C 4.610 -11.366 -1.611
C 0.613 8.729 4.586
C -8.373 1.526 -0.290
C 1.141 3.658 -0.257
C 5.571 -1.713 -2.965
C 2.996 -6.294 -2.135
C 5.678 -9.402 1.280
C 1.118 6.572 3.670
C 3.368 1.176 -3.404
C 5.330 -10.028 -1.611
C 2.624 6.760 3.594
C -2.967 -0.831 -1.025
C 3.379 3.459 0.226
C 4.061 -1.669 -2.822
C -0.143 -0.189 -1.228
C -7.907 1.579 -1.732
C 0.015 9.311 3.316
C 0.030 -4.192 -2.467
C -0.276 -0.275 1.142
C -2.431 4.908 2.625
C -1.725 4.944 1.269
C -1.979 2.492 0.587
C -3.918 5.238 2.621
C 4.409 -9.237 0.461
C 1.544 -6.734 -2.149
C 0.651 2.387 0.447
C -2.372 0.176 -0.037
C -3.076 1.547 -0.022
C -0.726 1.901 -0.039
C -0.335 0.458 -2.600
C -4.940 2.314 -1.295
C -2.229 3.958 0.219
B -3.150 -2.282 -0.430
H -3.966 -0.488 -1.278
H -3.007 -4.165 -0.807
H -7.754 2.124 0.373
H -4.264 3.263 2.137
H -2.674 -0.227 0.922
H -0.111 0.996 2.909
H -5.882 2.116 -3.250
H -0.935 -4.661 -2.650
H -4.178 5.509 3.642
H -5.310 4.307 1.413
H 0.524 3.962 -1.095
H 2.289 1.011 -3.449
H -1.022 8.992 3.203
H 0.661 -4.374 -3.338
H -1.792 4.171 -0.752
H -2.008 2.456 1.670
H -4.890 0.775 -2.748
H 1.662 9.027 4.691
H -1.798 5.957 0.882
H 3.430 -6.444 -1.147
H -8.350 0.497 0.048
H 0.457 1.173 -2.798
H -4.137 6.113 2.015
H 0.085 9.126 5.452
H 2.892 7.773 3.293
H -8.689 1.159 -2.359
H 5.024 0.769 -2.076
H 3.055 6.073 2.865
H 5.970 -0.788 -3.381
H 3.078 6.571 4.567
H 3.570 -6.877 -2.854
H -9.378 1.929 -0.234
H 3.699 -2.636 -2.474
H 1.097 -6.566 -3.135
H 3.747 -10.099 0.598
H -0.540 -1.322 1.036
H 0.044 10.399 3.354
H 3.861 -8.361 0.813
H -2.321 3.946 3.126
H 1.489 -7.805 -1.957
H -1.520 -1.537 3.519
H 3.587 -1.483 -3.792
H 1.373 1.615 0.203
H 3.810 0.699 -4.280
H 0.250 -1.575 3.230
H 0.634 2.566 1.517
H 3.560 2.246 -3.475
H 6.347 -10.138 -1.219
H 1.204 4.508 0.413
H 5.859 -2.527 -3.630
H -3.299 4.089 0.122
H 5.134 -12.073 -2.253
H -5.013 3.370 -1.552
H -7.744 2.609 -2.039
H 3.107 -5.238 -2.395
H 3.589 -11.250 -1.978
H 6.346 -8.554 1.123
H -2.967 -2.849 1.421
H 0.798 -0.166 1.102
H -2.441 -0.936 -1.966
H 3.521 1.188 -1.276
H 6.041 -1.873 -1.994
H -0.247 -0.321 -3.352
H -0.671 4.756 1.464
H -0.431 -1.233 -1.276
H 5.434 -9.464 2.340
H -0.774 2.314 -1.042
H -1.753 0.555 2.545
H 6.222 -10.308 1.011
H -5.437 2.183 -0.340
H 0.562 8.997 2.425
H -3.834 1.459 0.754
H 5.425 -9.667 -2.635
H 0.923 -0.192 -1.032
H -0.120 -3.114 -2.386
H -0.195 -1.045 5.409
H 0.652 6.785 2.698
H -1.933 5.623 3.275
H 3.585 2.483 0.683
H 1.637 -4.268 -1.019
H 0.027 -4.451 -0.337
H 0.899 5.527 3.903
H 4.557 -11.802 -0.612
*
```